Formula: C34H52GdNO5Si
Source: OMol25
Level of theory: ωB97M-V with the def2-TZVPD basis set

⟨S²⟩	16.12
2S+1	8
calculated total energy	-2812.8018	Ha
F_max	5.85	eV/A
charge	0
Kohn-Sham gap (alpha / beta)	5.8 / 5.5	eV

CARTESIAN COORDINATES (ANGSTROEM)
C1 2.317 0.131 1.657
C2 2.383 -0.675 0.471
C3 2.145 0.158 -0.655
H1 2.600 -1.747 0.447
C4 1.930 1.479 -0.188
C5 2.049 1.475 1.226
H2 1.743 2.342 -0.826
C6 -1.697 -2.061 1.239
C7 -0.491 -2.603 0.675
C8 -0.527 -2.310 -0.730
H3 0.260 -3.204 1.198
C9 -1.717 -1.579 -1.048
C10 -2.410 -1.393 0.198
H4 2.184 -0.113 -1.707
H5 1.972 2.335 1.884
H6 2.527 -0.172 2.693
H7 -3.372 -0.893 0.305
H8 0.220 -2.613 -1.461
H9 -2.021 -2.194 2.275
Gd1 -0.076 -0.103 0.971
C11 -2.352 -1.462 -2.452
C12 -3.650 -2.310 -2.452
C13 -1.458 -1.995 -3.580
H10 -3.457 -3.344 -2.177
H11 -4.131 -2.354 -3.434
H12 -4.402 -1.943 -1.751
H13 -1.244 -3.065 -3.450
H14 -0.513 -1.439 -3.653
H15 -1.992 -1.895 -4.541
C14 -2.826 0.018 -2.867
C15 -2.002 1.343 -3.332
H16 -3.398 0.380 -2.004
H17 -3.519 -0.133 -3.735
O1 -1.938 2.405 -2.630
N1 -1.407 1.452 -4.555
C16 -0.420 2.566 -4.645
H18 -1.969 1.285 -5.379
C17 0.959 1.991 -4.601
C18 2.035 2.614 -3.951
H19 1.874 3.540 -3.385
C19 3.323 2.068 -4.046
H20 4.186 2.591 -3.623
C20 3.530 0.847 -4.712
H21 4.538 0.432 -4.820
C21 2.433 0.153 -5.241
H22 2.553 -0.813 -5.746
C22 1.153 0.716 -5.147
H23 0.274 0.171 -5.504
H24 -0.659 2.987 -3.670
H25 -0.584 3.320 -5.450
C23 0.505 4.578 5.305
C24 1.013 3.157 5.028
C25 2.404 3.254 4.379
C26 1.109 2.341 6.317
O2 0.067 2.553 4.119
Si1 -0.555 1.045 4.134
O3 -0.961 0.769 2.615
O4 0.612 0.007 4.629
C27 0.323 -1.249 5.394
C28 1.652 -1.998 5.558
C29 -0.265 -0.835 6.740
C30 -0.683 -2.115 4.643
O5 -1.908 0.933 5.038
C31 -3.317 1.367 4.671
C32 -3.654 1.193 3.195
C33 -4.202 0.453 5.519
C34 -3.397 2.859 5.003
H26 1.155 5.114 6.020
H27 -0.515 4.541 5.710
H28 0.480 5.148 4.364
H29 3.124 3.767 5.049
H30 2.799 2.250 4.157
H31 2.350 3.829 3.442
H32 0.104 2.137 6.716
H33 1.623 1.387 6.120
H34 1.680 2.882 7.094
H35 2.003 -2.367 4.584
H36 2.435 -1.359 5.991
H37 1.526 -2.875 6.217
H38 -1.240 -0.351 6.598
H39 -0.430 -1.723 7.370
H40 0.399 -0.136 7.268
H41 -1.616 -1.559 4.475
H42 -0.282 -2.447 3.676
H43 -0.929 -3.020 5.228
H44 -3.104 1.890 2.554
H45 -3.499 0.169 2.837
H46 -4.724 1.417 3.040
H47 -3.935 0.555 6.580
H48 -5.276 0.674 5.397
H49 -4.034 -0.593 5.214
H50 -3.192 3.022 6.072
H51 -2.645 3.404 4.404
H52 -4.393 3.281 4.771

Atom charges from the Mulliken analysis, given in e for atoms 1 to 4: number 1, C, carries -0.401; number 2, C, carries -1.231; number 3, C, carries -0.142; number 4, H, carries 0.523